DFT (ωB97M-V/def2-TZVPD) results for the molecule C15H15NO2S.

Structure (XYZ):
```
34
Properties=species:S:1:pos:R:3
S 0.3954 -0.5066 -1.7329
O 2.2579 2.6815 -0.8954
O -3.9887 0.3451 -0.4004
N 0.2586 1.8128 -0.2475
C -0.4858 -1.9890 -1.5684
C 3.6247 -0.8623 1.4758
C 3.3037 -1.8681 0.7447
C 2.2041 -1.8779 -0.0623
C -2.9012 0.1782 0.2567
C -2.7193 -0.6023 1.2600
C -0.5302 0.1698 1.6488
C 3.1688 0.2462 1.0572
C -1.9517 0.9027 -0.3430
C -5.1327 -0.5963 0.1383
C -0.7709 1.0269 0.4379
C 1.5960 1.8945 -0.2883
C -1.4351 -0.5454 1.8219
C 1.6460 -0.7117 -0.6586
C 2.0565 0.4365 0.1744
H -4.9268 -1.7785 -0.0654
H -5.8728 -0.3962 -0.6066
H -0.1146 2.9436 -0.6238
H 3.5149 1.2903 1.5204
H -0.5879 -2.1942 -0.5722
H -2.2462 1.6879 -1.1572
H 0.0201 -2.8050 -2.2746
H 4.3528 -0.8835 2.2609
H -5.4420 -0.3505 1.1096
H 0.4146 0.4395 1.8677
H 1.9202 -3.0216 -0.6584
H -3.3605 -1.3620 1.7335
H -1.2566 -1.0046 2.8076
H 3.6423 -2.7688 1.0745
H -1.4751 -1.8858 -1.9810
```

* SMILES string: COc1cccc(NC(=O)c2ccccc2SC)c1
* orbital gap: 8.42 eV
* HOMO level: -7.84 eV
* charge: 0

=====

DFT (ωB97M-V/def2-TZVPD) results for a cluster of 6 separate species, C8H22O5 in total.

Structure (XYZ):
```
35
Properties=species:S:1:pos:R:3
O 1.6272 -1.5873 -2.3841
O -3.0137 -0.9434 -1.5845
O -2.1402 2.5937 1.4416
O -0.9701 -2.4356 -3.0047
O -1.7186 1.5624 -1.1044
C 0.2962 -0.7149 0.8085
C -0.7433 -2.9907 0.9249
C 1.0506 2.6795 0.8563
C -0.0989 -1.9545 1.4568
C 2.2081 1.1094 -0.7365
C 1.2805 0.4593 2.8297
C 1.3815 1.4387 0.4528
C 1.0110 0.2762 1.3463
H -0.0111 -0.5984 -0.2323
H 2.2751 1.8626 -1.5275
H -0.4735 -2.9324 -2.3407
H 1.8584 0.2456 -1.2953
H 3.2200 0.8750 -0.3927
H 0.5290 2.8730 1.7812
H 1.6099 -0.3796 3.4501
H 0.3383 0.8280 3.2427
H 0.2525 -2.0401 2.4851
H 1.0253 3.3885 0.0286
H -0.7493 1.6190 -1.1865
H -2.9786 0.0131 -1.4488
H -0.8800 -3.8985 1.5119
H 0.9899 -1.9757 -2.9998
H -1.9628 2.2864 -1.7032
H 1.9656 1.2972 2.9166
H -1.8075 2.3620 0.5538
H -1.1411 -2.9561 -0.0787
H -2.3498 -1.2201 -0.9365
H 2.1875 -2.2222 -1.9330
H -3.0973 2.6341 1.4033
H -0.9707 -1.5543 -2.6010
```

* SMILES string: C=C/C=C(\C)C(=C)C.O.O.O.O.O
* orbital gap: 8.57 eV
* HOMO level: -8.42 eV
* charge: 0

=====

DFT (ωB97M-V/def2-TZVPD) results for a cluster of 2 separate species, CH7OS in total.

Structure (XYZ):
```
10
Properties=species:S:1:pos:R:3
S 1.6396 -0.2716 -1.1306
O -1.4919 1.1285 0.7280
C 0.4269 -1.1605 0.0382
H -1.5400 1.9060 1.3154
H 1.8451 0.6165 -0.1415
H 0.1751 -0.3666 0.7299
H 1.0124 -1.9046 0.5758
H -2.2853 1.2548 0.1936
H -0.4664 -1.5184 -0.4589
H 0.6845 0.3159 -1.8498
```

* orbital gap: 11.17 eV
* HOMO level: -15.72 eV
* charge: +1

=====

DFT (ωB97M-V/def2-TZVPD) results for a cluster of 2 separate species, C11H16O in total.

Structure (XYZ):
```
28
Properties=species:S:1:pos:R:3
O 0.0468 -0.2876 -1.6319
C 0.6171 -1.9080 0.5062
C -1.7510 3.2639 -0.4071
C -0.4258 -1.5757 1.5412
C -1.9295 2.7696 -1.7003
C -0.5269 0.8772 -1.1884
C 0.2063 -2.9897 -0.4598
C -1.3214 1.5803 -2.0946
C 2.4018 -0.2377 1.2723
C 1.8224 -1.3225 0.4086
C -0.9560 2.5565 0.4931
C -0.3433 1.3644 0.1063
H -0.7010 -2.6831 -1.0070
H 0.5760 -0.6749 -0.8930
H -2.2325 4.2020 -0.1010
H 1.0075 -3.1896 -1.1911
H -1.4526 1.1791 -3.1082
H -1.3478 -1.2445 1.0345
H 2.4753 -1.6737 -0.4013
H -0.0112 -3.9224 0.0874
H -0.8065 2.9330 1.5136
H 0.2827 0.8083 0.8166
H -0.6536 -2.4797 2.1307
H 2.6410 0.6411 0.6502
H -0.0978 -0.7796 2.2306
H 3.3313 -0.5985 1.7439
H 1.7022 0.0734 2.0664
H -2.5535 3.3184 -2.4179
```

* SMILES string: Oc1ccccc1.CC=C(C)C
* orbital gap: 9.20 eV
* HOMO level: -8.31 eV
* charge: 0

=====

DFT (ωB97M-V/def2-TZVPD) results for the molecule C3H9NOS.

Structure (XYZ):
```
15
Properties=species:S:1:pos:R:3
S 0.7501 0.0164 2.2978
O -0.9229 -0.4207 -2.6105
N -1.4108 0.6140 -0.1521
C 0.2642 -0.4391 -1.7702
C -0.2322 -0.2300 -0.3328
C 0.9186 0.3047 0.5646
H 1.1897 1.3249 0.3172
H -0.3650 -1.2283 0.0920
H -0.5095 0.5207 2.4403
H -0.6391 -0.7334 -3.4772
H -1.1959 1.5307 -0.5351
H 0.8646 0.3624 -2.2065
H -2.0829 0.1641 -0.7709
H 1.8065 -0.2612 0.2200
H 0.7874 -1.3985 -1.7824
```

* SMILES string: N[C@@H](CO)CS
* orbital gap: 9.63 eV
* HOMO level: -8.92 eV
* charge: 0

=====

DFT (ωB97M-V/def2-TZVPD) results for a cluster of 2 separate species, C2H9N2O2 in total.

Structure (XYZ):
```
15
Properties=species:S:1:pos:R:3
O 1.2276 1.6200 -0.9008
O -2.5046 -0.4566 2.1882
N -0.3907 1.1479 0.6704
N 1.8585 -0.6909 -1.4312
C 0.4258 -0.4437 -0.9524
C 0.4287 0.9267 -0.3348
H 2.5278 -1.2054 -0.7361
H 2.3269 0.1030 -1.8656
H 1.6988 -1.3534 -2.2285
H 0.2633 -1.0705 -0.1252
H -2.4783 -0.2999 3.1843
H -0.9155 0.5986 1.3461
H -3.4462 -0.3641 2.1090
H -0.6513 2.0947 0.6958
H -0.3710 -0.6065 -1.6192
```

* orbital gap: 10.80 eV
* HOMO level: -14.43 eV
* charge: +1

=====

DFT (ωB97M-V/def2-TZVPD) results for a structure of composition C11H31F4K2N2O24P3S5.

Structure (XYZ):
```
82
Properties=species:S:1:pos:R:3
K 0.1815 3.4760 -2.6176
K 0.1835 1.8826 -5.5772
S -3.3016 2.4802 -3.8413
S -2.6406 4.3728 -5.0744
S 2.7698 0.6707 -3.3803
S 0.9791 -0.3081 -2.1514
S 4.2466 -4.1602 0.1003
P -1.6659 1.8090 3.0425
P -4.8874 -1.8713 -1.2470
P 5.0727 -0.1380 2.9184
F -0.5152 -0.4217 -2.7299
F 3.3399 2.1265 -3.6271
F -1.3342 5.4306 -5.0145
F -2.6606 1.0042 -3.8728
O 3.0147 0.1599 -4.7258
O 0.7022 0.1331 -0.7898
O -6.0769 -2.3503 -0.2942
O -0.2087 1.2804 3.3956
O 5.0651 -3.3261 -0.8405
O 4.8564 -4.8853 1.1873
O -4.2167 -2.9227 -2.0500
O -2.7969 0.8880 2.8236
O 5.6282 0.1325 1.4244
O -3.9608 -1.0497 -0.1861
O 1.5469 -1.6546 -2.4245
O -1.4316 2.7504 1.7461
O -5.5276 -0.6714 -2.1796
O 3.2281 -5.1814 -0.7911
O -4.4695 2.2768 -4.6965
O 3.9932 -1.3500 2.6778
O -2.9020 4.2144 -6.5024
O -1.9839 2.9538 4.1990
O -3.6033 5.1152 -4.2824
O 3.5666 0.2605 -2.2660
O 2.9653 -3.2840 0.7739
O -3.4901 2.7102 -2.4156
O 4.5562 1.1013 3.5632
O 6.3714 -0.7611 3.6411
N -1.8515 3.2238 -4.4395
N 1.3456 1.0277 -3.1577
C 1.8071 -3.6798 0.1149
C 4.6358 0.0899 0.3418
C 0.3955 0.4708 2.2926
C 7.0335 -1.8710 3.0711
C 2.1297 -4.3606 -1.1763
C -2.7473 -0.4390 -0.7070
C -2.4934 3.5466 1.1555
C -5.8812 -2.8059 0.9713
C 3.2154 -1.8550 3.7759
C -6.4694 0.2633 -1.6772
C -1.2336 4.1209 4.2961
H 3.4556 -2.9099 3.9078
H -6.5280 -3.6457 1.2252
H -6.2074 1.2386 -2.0873
H -7.4403 0.0109 -2.1033
H -1.8182 -0.8951 -0.3653
H -1.7290 4.9981 3.8800
H -0.8362 4.3009 5.2950
H 7.3968 -2.5834 3.8118
H 7.8888 -1.5698 2.4663
H 3.6215 0.2006 0.7253
H -6.1510 -2.0394 1.6978
H -6.4767 0.3417 -0.5900
H 3.5052 -1.3137 4.6765
H 6.3393 -2.4354 2.4485
H 0.9759 -0.2821 2.8260
H -4.8580 -3.1149 1.1846
H 4.7468 0.9784 -0.2797
H 4.7847 -0.6911 -0.4039
H 2.3434 -3.7779 -2.0723
H 1.1043 1.1820 1.8684
H 2.1322 -1.7627 3.6967
H -2.5883 0.6051 -0.4374
H 1.2499 -4.9260 -1.4835
H 1.2130 -2.7768 -0.0257
H -2.6076 3.4691 0.0743
H -0.3299 -0.0517 1.6690
H -2.5304 4.5997 1.4343
H 1.2728 -4.3915 0.7444
H -2.6121 -0.5390 -1.7840
H -0.3290 3.9462 3.7136
H -3.4677 3.2099 1.5099
```

* orbital gap (alpha / beta): 8.54 / 2.09 eV
* HOMO level (alpha / beta): -11.91 / -11.91 eV
* charge: +1
* spin multiplicity: 2

=====

DFT (ωB97M-V/def2-TZVPD) results for the molecule C2H5NO2Si.

Structure (XYZ):
```
11
Properties=species:S:1:pos:R:3
Si 0.9189 0.8315 0.2263
O 0.8980 -0.7462 0.7292
O -2.8859 2.1383 -0.1770
N -0.6690 1.4713 -0.0389
C -1.7679 1.8921 -0.0733
C 0.2499 -1.7425 -0.0778
H 1.4799 1.5435 1.3484
H 1.4613 0.8780 -1.1906
H 0.4681 -1.7754 -1.0804
H -0.8479 -1.7843 -0.0419
H 0.6947 -2.7063 0.3759
```

* SMILES string: CO[SiH2]N=C=O
* orbital gap: 11.43 eV
* HOMO level: -10.78 eV
* charge: 0

=====

DFT (ωB97M-V/def2-TZVPD) results for a structure of composition C26H16Cl5N8OZn.

Structure (XYZ):
```
57
Properties=species:S:1:pos:R:3
Zn -2.7210 -0.6931 0.2968
Cl -3.0458 -0.2267 -2.3990
Cl -8.3667 -1.8416 0.3428
Cl -5.7413 -0.4313 -4.1490
Cl -8.3654 -1.2431 -2.7014
Cl -5.6532 -1.6149 1.9487
O 3.1217 0.7821 -0.2782
N -1.8438 0.9494 1.1953
N -1.0294 2.0814 2.9128
N 4.9076 0.6284 -1.5422
N 0.4463 -3.3734 0.9484
N 4.5576 1.9160 -1.4865
N -0.8889 2.7974 1.8021
N -0.3098 -4.1267 0.1577
N -1.2947 -2.1712 0.4707
C -1.3488 -3.3940 -0.1180
C 4.7446 -2.3573 -1.3533
C -6.9100 -1.3955 -0.4427
C 2.8095 -3.3188 0.4150
C 1.7521 -3.8146 1.3803
C -5.7137 -1.2941 0.2692
C -0.1443 -2.1987 1.1373
C -0.2182 4.0753 1.8192
C 4.0516 -0.0407 -0.8283
C 1.6840 3.0785 0.5153
C 3.9501 -1.4681 -0.6305
C 4.5404 -3.7160 -1.2098
C -1.3810 2.1197 0.7693
C 2.9983 -1.9548 0.2623
C -4.5338 -0.9297 -0.3581
C 1.0503 5.3406 0.0443
C 2.6993 3.1678 -0.4352
C -5.7278 -0.7590 -2.4685
C 0.8579 4.1650 0.7611
C 2.9102 4.3624 -1.1223
C 2.0782 5.4384 -0.8816
C 3.4970 2.0013 -0.7391
C -4.5631 -0.6689 -1.7198
C -1.6103 0.9788 2.5328
C 3.5686 -4.1992 -0.3451
C -6.9110 -1.1261 -1.8141
H -0.9495 4.8778 1.6861
H 2.4095 -1.2494 0.8314
H 2.2221 6.3604 -1.4237
H -2.1538 -3.7232 -0.7427
H 0.2200 4.1719 2.8186
H 1.7377 -4.9049 1.4071
H 1.9394 -3.4258 2.3849
H -1.8751 0.1862 3.2018
H 5.1321 -4.4114 -1.7850
H 0.3997 6.1853 0.2151
H 3.4018 -5.2624 -0.2618
H 1.5535 2.1542 1.0619
H -1.3901 2.4681 -0.2439
H 5.4951 -1.9654 -2.0209
H 3.7178 4.4186 -1.8345
H 0.2366 -1.4053 1.7469
```

* orbital gap: 8.49 eV
* HOMO level: -11.17 eV
* charge: +1

=====

DFT (ωB97M-V/def2-TZVPD) results for a structure of composition C4H6Cl2S.

Structure (XYZ):
```
13
Properties=species:S:1:pos:R:3
Cl 1.8472 -0.0290 1.3698
Cl 2.0400 -0.5759 -1.3621
S -1.3954 -0.2640 -0.2680
C -0.8318 -2.0476 0.3095
C 1.3822 0.5158 -0.3282
C -0.1175 0.7901 -0.1893
C -0.6146 2.0292 -0.2506
H 1.7700 1.5630 -0.3543
H -0.1172 -2.4305 -0.1996
H -0.5360 -2.3939 1.5149
H 0.0692 2.9021 -0.3794
H -1.6971 2.5129 0.1336
H -1.7988 -2.5721 0.0038
```

* orbital gap: 9.15 eV
* HOMO level: -8.53 eV
* charge: 0

=====

DFT (ωB97M-V/def2-TZVPD) results for a structure of composition C31H46P2Sn.

Structure (XYZ):
```
80
Properties=species:S:1:pos:R:3
Sn 2.9263 1.5109 -2.0730
P 0.5434 0.7274 -3.8299
P 2.9662 -0.5936 -3.2764
C -1.1761 -2.1649 1.9639
C 3.9427 1.3697 4.4745
C 1.0007 -3.4782 1.5193
C -1.3945 0.7568 -1.0769
C -0.4517 0.0248 -5.2204
C 3.8766 0.9732 3.1413
C 2.7717 1.3667 2.3336
C 0.1792 -2.4848 2.2415
C -1.9625 2.1537 -0.7132
C -3.1211 2.0683 0.2261
C -2.9334 -0.5495 2.9978
C -4.4759 0.2096 -0.9075
C -1.5912 -1.1617 2.8928
C -4.4533 0.8399 -2.3461
C -2.0395 0.1693 -2.3076
C 2.1187 0.2376 -4.6949
C -0.4842 -0.8501 3.7265
C 1.9771 -1.6662 3.8640
C 0.6072 -1.6783 3.3265
C 1.8030 2.2492 2.8748
C -2.0154 -2.7603 0.8972
C 1.9218 2.6924 4.1956
C 1.8994 -1.9088 -2.5327
C 2.4320 0.5696 -0.1844
C 0.1364 2.5038 -4.1385
C -0.4274 0.1611 4.7991
C 2.9690 2.2245 5.0037
C 4.4113 -1.2684 -4.0801
C -3.1194 0.6626 -2.9588
C -4.1297 1.1843 0.1769
C 2.6261 0.9149 0.9980
H 2.4283 -2.6688 3.8341
H 2.6675 1.1408 -4.9974
H -3.0901 0.2546 2.2600
H -0.3131 0.8757 -1.2718
H 0.9610 2.5618 2.2428
H 4.6352 0.3057 2.7094
H -1.8989 -3.8530 0.8833
H -5.1933 0.3119 -2.9697
H 4.4225 -0.9850 -5.1430
H 0.3242 3.0719 -3.2087
H -1.7395 -2.3742 -0.1003
H -1.1804 2.7410 -0.2039
H -3.0913 -0.1436 4.0126
H 2.0221 -0.4517 -5.5586
H 2.5731 -2.6762 -2.1193
H 2.6140 -1.0029 3.2586
H -3.7036 -1.3106 2.8114
H 1.2133 -2.4067 -3.2347
H -0.3458 -1.0710 -5.2254
H -0.9422 2.5407 -4.3352
H -3.8203 -0.6818 -0.8826
H 1.9792 -1.2945 4.8942
H -1.5100 0.2556 -5.1032
H 4.7580 0.9955 5.1049
H -3.0431 0.9523 -4.0050
H -2.2392 2.7225 -1.6205
H 1.6263 -3.0016 0.7478
H 1.6822 -3.9736 2.2201
H -4.7750 1.8952 -2.2937
H -3.0783 -2.5301 1.0579
H -3.0987 2.8014 1.0345
H -1.4385 0.4120 5.1442
H 3.0367 2.5549 6.0404
H 0.3697 -4.2431 1.0430
H -0.0617 0.4262 -6.1711
H 0.6717 2.9339 -4.9929
H -5.4887 -0.1828 -0.7493
H 0.0611 1.0852 4.4500
H -4.7934 1.1305 1.0451
H -1.4371 0.0895 -0.1971
H 0.1609 -0.2155 5.6515
H 4.4575 -2.3589 -3.9910
H 5.2707 -0.8111 -3.5735
H 1.3119 -1.5227 -1.6830
H 1.1737 3.3825 4.5951
H -1.4721 -0.6875 -2.7227
```

* orbital gap (alpha / beta): 4.88 / 4.92 eV
* HOMO level (alpha / beta): -12.50 / -12.50 eV
* charge: +2

=====

DFT (ωB97M-V/def2-TZVPD) results for the molecule C4H5NO.

Structure (XYZ):
```
11
Properties=species:S:1:pos:R:3
O -0.6142 -0.0082 -1.7850
N 2.1050 1.1732 -1.1555
C -0.5565 -0.6821 0.4847
C 0.6686 0.2277 0.8124
C -1.2265 -0.1299 -0.7534
C 1.4049 0.7044 -0.3654
H -0.1777 -1.6865 0.2700
H -1.2750 -0.7749 1.3107
H -2.2708 0.2248 -0.6733
H 1.4009 -0.3164 1.4162
H 0.3859 1.1265 1.3736
```

* SMILES string: N#CCCC=O
* orbital gap: 10.66 eV
* HOMO level: -10.18 eV
* charge: 0

=====

The following E values (in eV) correspond, in order, to the records above: -32209.461 -18888.366 -14025.031 -13713.437 -17629.211 -9288.216 -189585.223 -15619.029 -152215.368 -40122.123 -57281.259 -7765.525.